ORCA calculation (ωB97M-V with the def2-TZVPD basis set) on C15H18BrN3O5Pb as an isolated structure.

Computed properties:
Calculated total energy = -105828.6113 eV
Molar mass = 607.43 g mol⁻¹
Charge = +2
Strongest force on any atom = 0.099 eV/Å
ΔE to the lowest compared entry with this formula, charge and spin = 389.7 kJ/mol
Multiplicity = 1

```
43
Properties=species:S:1:pos:R:3:forces:R:3:nbo_charge:R:1
Pb -1.83729 0.88822 0.71480 0.0 0.0 0.0 1.70
C -3.93247 -4.24726 -0.93211 0.0 0.0 0.0 -0.65
C -3.74485 -3.27115 0.19142 0.0 0.0 0.0 0.00
C -4.29173 -3.46878 1.45698 0.0 0.0 0.0 -0.09
C -4.10991 -2.54195 2.47529 0.0 0.0 0.0 -0.24
C -3.36658 -1.42145 2.18545 0.0 0.0 0.0 0.14
Br -3.06517 -0.06865 3.47112 0.0 0.0 0.0 0.23
N -2.82897 -1.21659 0.98488 0.0 0.0 0.0 -0.55
C -3.00919 -2.10963 0.00340 0.0 0.0 0.0 0.06
H -4.53137 -5.09687 -0.61363 0.0 0.0 0.0 0.25
H -2.97189 -4.62218 -1.28587 0.0 0.0 0.0 0.25
H -4.43651 -3.77312 -1.77459 0.0 0.0 0.0 0.25
H -4.87492 -4.35954 1.65464 0.0 0.0 0.0 0.26
H -4.53597 -2.68551 3.45743 0.0 0.0 0.0 0.27
H -2.55079 -1.87504 -0.94959 0.0 0.0 0.0 0.24
C 3.85170 -0.63167 1.18055 0.0 0.0 0.0 -0.62
C 4.24064 0.74471 0.65359 0.0 0.0 0.0 -0.43
C 3.17151 1.42908 -0.18864 0.1 0.0 0.0 -0.01
C 3.48991 2.86039 -0.61036 0.0 0.0 0.0 -0.42
C 2.36615 3.58203 -1.34578 0.0 0.0 0.0 -0.63
C 2.83567 0.58122 -1.41523 0.0 0.0 0.0 0.67
O 3.69531 0.35235 -2.20685 0.0 0.0 0.0 -0.45
N 1.53448 0.10082 -1.60665 0.0 0.0 0.0 -0.62
C 0.51393 0.31586 -0.76644 0.0 0.0 0.0 0.82
O -0.63957 -0.10052 -1.01252 0.0 0.0 0.0 -0.67
N 0.66486 0.99742 0.40455 0.0 0.0 0.0 -0.66
C 1.79463 1.55610 0.80753 -0.1 0.0 0.1 0.71
O 2.04485 2.18311 1.79028 0.0 0.0 0.0 -0.26
H 4.69018 -1.07137 1.71612 0.0 0.0 0.0 0.26
H 3.59265 -1.31793 0.37120 0.0 0.0 0.0 0.21
H 3.01624 -0.57977 1.88287 0.0 0.0 0.0 0.20
H 5.10151 0.65658 -0.01587 0.0 0.0 0.0 0.27
H 4.52429 1.41641 1.46266 0.0 0.0 0.0 0.25
H 4.36023 2.76066 -1.26688 0.0 0.0 0.0 0.27
H 3.81046 3.41438 0.27104 0.0 0.0 0.0 0.25
H 2.06078 3.04811 -2.24852 0.0 0.0 0.0 0.21
H 2.70665 4.56671 -1.65843 0.0 0.0 0.0 0.26
H 1.48901 3.73438 -0.71217 0.0 0.0 0.0 0.21
H 1.35817 -0.41735 -2.46160 0.0 0.0 0.0 0.47
O -3.58473 1.35627 -0.66392 0.0 0.0 0.0 -0.67
C -3.06200 2.44187 -1.03737 0.0 0.0 0.0 0.64
O -1.95613 2.83426 -0.58166 0.0 0.0 0.0 -0.62
H -3.58380 3.05540 -1.78112 0.0 0.0 0.0 0.22
```
Positions in Å, forces in eV/Å.

=====

ORCA calculation (ωB97M-V with the def2-TZVPD basis set) on C18H25BrClN5NaO7PS3 as an isolated structure.

Computed properties:
Calculated total energy = -169627.1982 eV
Molar mass = 688.95 g mol⁻¹
Charge = -2
Strongest force on any atom = 2.941 eV/Å
Multiplicity = 1

```
62
Properties=species:S:1:pos:R:3:forces:R:3:nbo_charge:R:1
C 1.73435 1.71741 2.34137 0.4 0.4 -0.5 -0.60
C 2.43596 1.57360 0.93227 -1.1 -0.2 0.4 -0.41
C 1.35221 1.25074 -0.14970 1.0 -0.7 0.1 -0.38
C 1.14581 -0.30166 -0.16236 -0.4 0.8 -0.7 -0.42
C -0.29644 -0.62905 -0.70114 0.2 -0.6 0.6 -0.47
C -1.27575 -1.10962 0.37119 -1.0 0.0 0.7 0.13
C -1.14093 -2.44413 1.02851 -0.6 -0.1 -0.3 0.06
C -0.00959 -3.41936 0.67681 0.3 0.0 0.7 -0.49
C 1.36688 -3.11789 1.38979 0.3 -1.0 0.0 -0.22
C 2.09793 -4.44346 1.75429 -0.1 0.1 -0.9 -0.63
Br 1.13139 -2.13553 3.09857 0.2 -0.1 -0.6 0.01
C -2.06066 -2.88505 1.97372 -0.1 0.0 -0.5 0.16
N -1.94293 -4.20280 2.58909 0.1 1.3 0.9 -0.60
C -1.75578 -4.02244 3.80685 0.5 0.0 0.4 0.91
O -1.51036 -3.85530 4.92892 -0.5 -0.6 -1.0 -0.43
C -3.19787 -2.07410 2.38686 0.4 1.5 -1.4 0.06
N -4.17163 -2.33896 3.23598 -0.3 0.1 0.1 -0.57
S -5.19431 -1.05510 3.28028 1.9 -0.3 -0.8 0.95
N -4.40515 -0.10869 2.19794 -0.3 0.2 0.0 -0.66
C -3.33821 -0.74805 1.74492 0.5 -1.5 0.6 0.20
C -2.36721 -0.30796 0.74869 0.3 0.4 0.7 -0.48
P -2.70700 1.34938 0.02228 -1.0 -1.1 -2.5 0.75
S -3.13997 1.28218 -1.87464 0.1 0.3 0.2 -0.53
H 0.64762 1.47995 2.29257 0.6 0.0 0.0 0.17
H 1.81985 2.77072 2.66790 -0.1 -0.6 0.2 0.22
H 2.18870 1.04018 3.08443 -0.3 0.5 -0.2 0.23
H 3.14472 0.72279 1.02854 -0.3 0.6 -0.5 0.20
H 3.00184 2.47867 0.64540 -0.2 -0.4 0.3 0.21
H 1.68822 1.60250 -1.14271 -0.3 -0.3 0.4 0.24
H 0.37238 1.73649 0.05953 0.7 -0.1 0.2 0.15
H 1.87540 -0.74998 -0.87095 -0.3 0.3 0.6 0.24
H 1.33826 -0.67196 0.85876 -0.4 0.2 -0.6 0.21
H -0.70257 0.28094 -1.17691 0.2 -0.6 0.0 0.24
H -0.21893 -1.41361 -1.48234 -0.2 0.5 0.3 0.25
H -0.29694 -4.43148 1.03484 0.0 0.7 -0.3 0.24
H 0.16268 -3.51599 -0.41230 -0.1 0.3 0.5 0.24
H 2.04287 -2.56009 0.71446 -0.6 0.0 0.7 0.23
H 1.66103 -4.95674 2.63241 0.2 0.4 -0.5 0.22
H 3.18170 -4.26300 1.88963 -0.6 -0.1 0.2 0.22
H 2.00878 -5.10961 0.86403 0.1 0.2 0.6 0.20
H -3.87512 1.89593 0.67721 1.1 -0.3 0.4 0.02
H -1.60472 2.22246 0.32297 -0.4 -0.3 0.1 -0.06
Na -2.17931 2.18812 2.37439 0.5 0.1 2.6 0.94
C 3.12905 2.56149 -4.34929 0.0 0.5 -0.2 -0.79
C 3.48248 1.66273 -3.24730 -0.1 0.0 -0.3 0.36
N 3.76040 0.96088 -2.37688 0.1 0.2 -0.1 -0.44
H 2.68784 3.47723 -3.94819 0.1 0.0 0.1 0.22
H 4.02743 2.81899 -4.91454 0.0 0.0 0.1 0.22
H 2.37983 2.05858 -5.04465 1.0 0.5 1.0 0.33
Cl 1.57102 0.34532 -5.19290 -1.1 -1.5 -0.6 -0.90
C -0.53312 2.07179 -8.50787 0.0 -0.2 -0.2 -0.48
N 0.05680 2.76765 -7.33684 0.1 -0.1 0.2 0.54
O 1.25985 2.87163 -7.30078 0.0 0.3 -0.1 -0.35
O -0.71960 3.17912 -6.49833 0.0 0.1 -0.1 -0.39
H 0.27003 1.75968 -9.16729 0.0 0.0 0.1 0.22
H -1.08174 1.21185 -8.13252 0.0 0.1 0.0 0.24
H -1.19494 2.77521 -9.00776 -0.1 0.0 0.1 0.21
O -2.93980 2.90292 6.54306 -0.1 0.0 -0.3 -1.13
S -1.66157 2.15623 6.72629 -0.4 0.3 0.8 2.57
O -1.90352 0.91812 7.50480 0.0 -0.1 -0.2 -1.11
O -0.66751 3.00966 7.41693 0.1 0.0 -0.2 -1.10
O -1.12988 1.78389 5.36898 0.1 -0.2 -1.6 -1.18
```
Positions in Å, forces in eV/Å.

=====

ORCA calculation (ωB97M-V with the def2-TZVPD basis set) on C20H16BrF6MgN3O11S2 as an isolated structure.

Computed properties:
Calculated total energy = -161460.1354 eV
Molar mass = 756.69 g mol⁻¹
Charge = 0
Strongest force on any atom = 0.333 eV/Å
ΔE to the lowest compared entry with this formula, charge and spin = 0.0 kJ/mol
Multiplicity = 1

```
60
Properties=species:S:1:pos:R:3:forces:R:3:nbo_charge:R:1
Mg -1.07597 -0.15030 1.99631 -0.1 0.3 -0.2 1.79
O -3.94739 2.83283 2.29562 0.0 0.0 -0.1 -0.64
C -3.25060 1.73852 2.04394 0.0 0.0 0.1 0.81
O -2.03728 1.72207 2.03315 0.1 0.0 0.0 -0.68
C -4.11947 0.53999 1.76727 0.0 0.0 -0.1 -0.18
O -3.33036 -0.59512 1.50880 0.0 0.0 0.0 -0.58
C -3.59947 -1.70623 2.39009 -0.1 0.0 0.1 -0.20
C -2.80712 -1.60679 3.70843 0.1 -0.1 -0.1 0.74
O -3.16906 -2.31664 4.62479 0.0 0.1 0.0 -0.63
O -1.79564 -0.81516 3.66127 -0.1 0.0 0.0 -0.92
H -3.32597 3.55526 2.48284 0.0 0.0 0.0 0.51
H -4.73608 0.78048 0.89555 0.0 0.0 0.0 0.23
H -4.78977 0.39792 2.61861 0.0 0.0 0.0 0.23
H -3.28878 -2.60236 1.85345 0.0 0.0 0.0 0.22
H -4.66621 -1.78437 2.59591 0.0 0.0 0.0 0.20
C -0.34389 -3.24880 1.89012 0.0 0.0 0.0 -0.27
O -0.61340 -2.05025 1.12166 0.1 -0.1 0.1 -0.60
C -0.23869 -2.05687 -0.19901 0.0 0.0 0.0 0.23
C 0.24234 -3.15029 -0.88358 0.0 0.0 0.0 -0.20
C 0.61815 -2.98756 -2.21302 0.0 0.1 0.0 -0.10
Br 1.29513 -4.47558 -3.15574 0.0 0.0 0.0 0.08
C 0.54060 -1.76581 -2.84120 0.0 0.0 0.0 -0.21
C 0.05772 -0.65783 -2.14128 0.0 0.0 0.0 -0.16
C -0.35754 -0.81998 -0.82508 0.0 0.0 -0.1 0.36
O -0.86865 0.19157 -0.07856 0.0 0.0 0.1 -0.79
C 0.03068 0.68818 -2.70453 0.0 0.0 0.0 0.41
N -0.43535 1.72620 -2.04591 0.0 0.0 0.0 -0.53
C -0.24029 2.82259 -2.87038 0.0 0.0 0.0 0.09
C -0.53623 4.16846 -2.66892 0.0 0.0 0.0 -0.20
C -0.21735 5.05071 -3.68083 0.0 0.0 0.0 -0.22
C 0.38180 4.61435 -4.87252 0.0 0.0 0.0 -0.21
C 0.68096 3.28330 -5.08676 0.0 0.0 0.0 -0.24
C 0.35816 2.40198 -4.06198 0.0 0.0 0.0 0.16
N 0.51497 1.03327 -3.92733 0.0 0.0 0.0 -0.53
H 0.71510 -3.48859 1.82721 0.0 0.0 0.0 0.23
H -0.96423 -4.06059 1.50937 0.0 0.0 0.0 0.18
H -0.60797 -3.01348 2.91582 0.0 0.0 0.0 0.24
H 0.37380 -4.10531 -0.39942 0.0 0.0 0.0 0.25
H 0.86573 -1.67738 -3.86847 0.0 0.0 0.0 0.22
H -0.80031 1.04377 -0.62686 0.0 0.0 0.0 0.54
H -0.99216 4.50209 -1.74662 0.0 0.0 0.0 0.22
H -0.42878 6.10420 -3.55644 0.0 0.0 0.0 0.22
H 0.61795 5.33943 -5.63964 0.0 0.0 0.0 0.22
H 1.14684 2.94706 -6.00334 0.0 0.0 0.0 0.22
H 0.96830 0.41769 -4.57848 0.0 0.0 0.0 0.43
F 3.27534 1.89699 3.05845 0.0 0.0 0.0 -0.31
C 2.92174 0.78327 3.69496 0.0 0.0 0.0 0.73
F 4.01142 0.12861 4.06912 0.0 0.0 0.0 -0.30
F 2.21328 1.11041 4.77299 0.0 0.0 0.0 -0.30
S 1.90969 -0.28788 2.58964 0.0 0.2 0.1 2.26
O 0.77802 0.60103 2.28899 -0.1 -0.2 0.0 -1.06
O 1.59034 -1.46546 3.33803 0.1 0.0 0.0 -0.92
N 2.75713 -0.46165 1.31285 -0.1 0.0 -0.1 -1.24
S 3.62821 -1.76650 1.00899 0.0 0.1 0.1 2.26
O 2.81584 -2.91915 0.74219 0.0 -0.1 0.0 -0.95
O 4.78462 -1.89348 1.83703 0.0 0.0 0.0 -0.90
C 4.25378 -1.21553 -0.63387 0.0 0.0 0.0 0.72
F 5.01635 -2.18297 -1.13774 0.0 0.0 0.0 -0.31
F 3.24406 -0.98771 -1.47990 0.0 0.0 0.0 -0.32
F 4.97593 -0.10665 -0.52608 0.0 0.0 0.0 -0.30
```
Positions in Å, forces in eV/Å.